198
Properties=species:S:1:pos:R:3:forces:R:3 method="wB97M-V/def2-TZVPD" largest_force_ev_per_a=5.32 energy_ev=-150603.0648 charge=0 orbital_gap_ev=8.0133 lumo_energy_ev=0.1 homo_energy_ev=-7.96 smiles="CN(C)P(=O)(N(C)C)N(C)C.CN(C)P(=O)(N(C)C)N(C)C.CN(C)P(=O)(N(C)C)N(C)C.CN(C)P(=O)(N(C)C)N(C)C.CN(C)P(=O)(N(C)C)N(C)C.CN(C)P(=O)(N(C)C)N(C)C.O=C1CCCO1.O=C1CCCO1"
O -18.491470 23.755390 5.473360 0.09 0.44 -0.73
P -17.521590 23.065360 4.613550 2.08 -3.13 -2.33
N -18.204480 22.039920 3.364730 -0.69 0.11 1.44
C -19.517860 22.502810 2.856770 1.03 -0.38 0.08
C -17.409010 21.207140 2.430330 0.24 0.84 1.18
N -16.518620 21.893360 5.447520 0.34 1.29 -0.58
C -17.077450 20.572400 5.769020 0.32 -0.38 0.08
C -15.292900 22.334610 6.198450 -0.67 0.16 -0.70
N -16.493660 24.003070 3.589780 2.09 -0.12 -0.04
C -17.024590 25.237350 2.996810 -0.08 -0.60 1.00
C -15.208200 23.564300 2.875570 -1.25 0.20 1.93
H -19.378460 23.262100 2.087250 -0.12 0.17 -0.25
H -20.093410 22.944100 3.670470 -0.02 -0.20 -0.06
H -20.035720 21.659130 2.400550 -0.21 0.00 0.14
H -17.884210 20.243940 2.244500 -0.50 0.27 -0.44
H -16.451180 20.901890 2.851640 0.02 0.32 0.50
H -17.125420 21.774930 1.544170 -0.41 -0.22 -0.46
H -17.517560 20.462550 6.760150 -0.48 0.62 0.09
H -17.766100 20.202510 5.009380 -0.24 0.58 0.09
H -16.341420 19.769340 5.807090 0.83 0.33 -0.29
H -14.899730 23.269290 5.798580 -0.31 0.08 -0.35
H -15.423880 22.560140 7.256780 -0.44 -0.39 0.16
H -14.470030 21.629030 6.083770 -0.22 -0.37 0.01
H -17.849480 25.020030 2.318260 -0.41 0.25 0.21
H -17.269800 25.808970 3.891920 -0.62 0.76 -0.70
H -16.280510 25.743090 2.381450 0.23 -0.02 0.38
H -14.444920 24.342280 2.891570 -0.33 0.56 0.18
H -15.367890 23.340350 1.820840 -0.14 -0.56 0.16
H -14.767760 22.798520 3.514070 -0.13 -0.60 -0.70
O -27.027400 17.540930 8.158090 0.85 0.53 1.77
P -26.164350 18.097210 9.257680 1.17 -1.78 0.18
N -27.032570 18.997820 10.455250 1.09 -2.23 -2.32
C -28.292270 19.521600 9.975550 -0.30 0.91 -0.20
C -26.892770 18.882470 11.905910 -0.15 0.01 -1.19
N -24.943440 19.110360 8.654050 1.04 -1.04 0.50
C -25.079280 20.546160 8.787960 0.88 -0.21 -0.99
C -23.584240 18.642350 8.125410 -1.05 -0.92 -0.25
N -25.221040 16.874630 10.101430 -0.84 -0.17 -0.94
C -25.481080 15.418130 9.990870 -0.65 -0.08 -0.21
C -24.083870 17.162290 10.994240 -1.20 0.39 -0.98
H -29.132740 19.246930 10.612950 0.05 0.12 0.22
H -28.604070 19.233230 8.971700 0.58 -0.42 0.01
H -28.142820 20.600490 9.933510 -0.74 0.38 0.18
H -25.903940 19.247040 12.184130 -0.37 0.51 0.53
H -26.986570 17.878850 12.320700 -0.13 -0.29 -0.27
H -27.783330 19.452850 12.169870 0.68 0.30 1.25
H -26.097900 20.899790 8.947530 0.19 -0.24 0.31
H -24.353690 20.882500 9.528560 -0.29 0.59 0.21
H -24.775440 20.899380 7.802560 0.03 0.73 0.08
H -22.762400 18.402640 8.800110 -0.43 0.50 1.04
H -23.658520 17.698010 7.586150 -0.73 -0.15 0.04
H -23.090660 19.254400 7.370510 -0.79 0.88 0.08
H -24.611680 14.788060 10.178620 0.46 0.56 0.31
H -26.254960 15.068850 10.674400 -0.06 0.16 0.38
H -25.809900 15.021350 9.030380 -0.12 0.86 -0.41
H -24.119420 18.235650 11.180590 0.46 -0.04 0.25
H -23.162610 16.885520 10.481630 0.25 0.03 0.28
H -24.202750 16.599610 11.920170 0.13 0.12 0.12
O -6.091580 23.797370 6.903940 0.39 -0.55 -1.01
P -6.363300 24.186310 5.491980 0.41 -0.18 0.86
N -4.911290 24.528970 4.607580 -1.16 -1.05 0.82
C -5.082020 25.223800 3.334520 0.40 0.58 1.03
C -3.647150 24.703220 5.350020 -0.36 0.21 0.88
N -7.257220 25.601380 5.525260 -1.21 0.26 -1.74
C -6.733330 26.832550 6.125430 0.89 -1.30 -1.26
C -8.720790 25.718930 5.463800 0.60 -0.52 -0.52
N -7.275280 23.008570 4.643130 0.44 1.32 0.34
C -7.993340 22.001530 5.385850 0.16 0.25 0.97
C -7.786050 23.249390 3.310910 0.40 0.13 0.02
H -5.254480 26.261360 3.620570 -0.17 0.49 -0.77
H -5.934500 24.845460 2.770400 0.36 0.04 0.04
H -4.161900 25.173460 2.752320 -0.10 -0.17 -0.10
H -3.471860 23.893860 6.058770 -0.02 -0.53 -0.60
H -3.625110 25.526220 6.064360 -0.50 0.71 -0.17
H -2.772010 24.891020 4.727960 -0.29 -0.48 -0.47
H -7.296230 27.676750 5.727210 -0.31 0.01 0.64
H -6.709880 26.655360 7.200680 0.13 0.86 0.11
H -5.756730 26.963890 5.659470 0.48 0.16 0.74
H -9.021320 26.447070 4.710420 0.19 0.66 0.20
H -9.225480 24.841700 5.059010 0.16 -0.48 0.76
H -9.024310 26.030800 6.463150 -0.74 -0.23 -0.13
H -7.270870 21.453970 5.991090 -0.38 -0.35 0.00
H -8.707890 22.488220 6.049670 -0.21 -0.20 0.32
H -8.575800 21.374780 4.710560 0.41 -0.18 -0.01
H -7.794930 24.333640 3.199470 0.09 -0.14 -0.95
H -8.797650 22.893570 3.115560 -0.26 0.05 0.62
H -7.175450 22.656500 2.629910 0.19 0.65 -0.63
O -20.992930 11.440660 6.461760 1.59 0.72 -0.06
P -19.574320 11.439410 5.998820 0.31 -0.40 -1.23
N -19.338490 12.463360 4.578790 1.16 -0.73 1.44
C -20.430070 13.170610 4.023330 -1.82 0.23 -0.89
C -18.022250 12.944890 4.096300 -0.64 -0.09 -0.35
N -19.135140 9.804370 5.563080 0.60 0.79 -0.87
C -18.770070 8.794170 6.559360 -0.17 0.62 0.09
C -18.701410 9.456610 4.180970 -1.79 0.91 0.60
N -18.347940 11.988790 7.043500 0.47 -1.63 -0.80
C -18.529340 13.171160 7.895480 -0.88 -1.06 0.37
C -16.948060 11.582680 6.779970 0.33 0.88 0.63
H -21.372080 12.728230 4.347410 0.05 0.07 0.11
H -20.447740 13.163140 2.933500 0.24 -0.62 -0.38
H -20.507350 14.246680 4.178840 0.39 0.27 0.92
H -17.349670 12.106640 3.914440 0.17 0.23 0.10
H -17.525430 13.785090 4.581400 0.04 -0.37 1.40
H -18.163120 13.502370 3.170300 -0.46 -0.77 -0.67
H -18.490480 7.849380 6.093180 0.06 0.22 -0.33
H -17.909650 9.159900 7.119740 -0.06 -0.35 0.53
H -19.623710 8.543200 7.188960 0.12 0.30 0.33
H -19.423450 9.976810 3.551560 0.62 0.47 -0.46
H -17.664920 9.712690 3.961430 0.04 -0.19 -0.16
H -18.973520 8.429050 3.939760 0.56 -0.26 0.46
H -17.719400 13.407490 8.585580 0.63 -0.28 -0.64
H -18.814450 14.056860 7.327710 -0.09 0.06 0.11
H -19.288580 12.835030 8.601640 -0.60 0.74 -0.12
H -16.457460 11.278530 7.704570 -0.10 0.18 0.35
H -16.421340 12.461560 6.408160 0.29 -0.01 -0.07
H -16.688380 10.758830 6.115180 -1.04 0.04 -0.37
O -17.092740 30.233440 13.474340 1.18 -1.09 -0.85
P -17.052710 29.391280 12.233690 3.17 1.87 0.26
N -17.916270 28.071270 12.465700 -2.41 -1.06 -0.41
C -17.583840 27.305430 13.668970 0.16 0.03 -0.52
C -18.587550 27.312340 11.379740 0.53 0.31 1.00
N -15.503820 28.757630 11.623480 -0.67 0.89 -0.88
C -14.417830 28.259550 12.451960 -0.45 0.60 -0.48
C -15.482180 28.074740 10.266550 -1.13 0.49 1.62
N -17.606200 30.228340 10.924610 1.65 1.20 -2.41
C -19.002190 30.577890 10.954250 0.00 -0.23 0.14
C -16.753420 31.373880 10.275870 -0.02 -1.68 1.73
H -17.224120 27.863110 14.533670 -0.26 0.67 -0.41
H -16.727610 26.708840 13.354260 -0.25 -1.03 0.47
H -18.487490 26.790990 13.995900 0.31 -0.55 -0.11
H -17.999690 26.454000 11.054500 0.05 -0.17 0.06
H -18.740820 27.949150 10.508480 -0.12 -0.02 0.20
H -19.527790 26.960700 11.804460 -0.18 -0.07 -0.35
H -14.237260 27.209140 12.223640 -0.08 -0.30 0.31
H -13.542260 28.804180 12.098590 0.49 -0.05 0.72
H -14.652310 28.396750 13.507560 0.40 0.11 -0.02
H -15.959670 28.748600 9.555210 -0.19 -0.50 -0.12
H -14.530060 27.735030 9.858910 0.54 0.74 0.57
H -16.003130 27.135310 10.451440 -0.48 -0.12 -0.74
H -19.412300 29.967120 11.758540 -0.70 0.62 0.11
H -19.062680 31.657550 11.091310 -0.58 -0.05 0.45
H -19.522430 30.315980 10.032920 0.04 -0.02 -0.21
H -15.697400 31.104030 10.286780 -0.11 -0.48 -0.30
H -16.748380 32.240320 10.937210 -0.61 0.18 -0.03
H -17.068970 31.635450 9.265860 -0.29 -0.32 0.18
O -14.075810 31.783310 2.304320 0.49 0.21 -0.64
P -12.987240 32.619770 1.747460 1.62 0.46 -1.40
N -12.548540 33.965440 2.686470 3.08 -2.51 2.67
C -13.424160 35.041010 2.935070 -2.37 0.66 -1.63
C -11.909730 33.536720 4.027400 0.87 0.38 -1.31
N -13.264410 33.237020 0.180780 -2.74 -0.37 1.87
C -14.660290 33.189850 -0.375250 1.53 -0.41 -0.29
C -12.347490 34.032100 -0.544910 0.91 0.74 -1.05
N -11.472820 31.795030 1.441370 -2.25 2.20 2.10
C -11.615740 30.599060 0.632120 0.42 0.80 1.20
C -10.285360 32.579330 1.268420 1.36 -0.43 -0.05
H -14.426170 34.625060 2.829940 -0.65 0.60 -0.15
H -13.241860 35.777600 2.152580 -0.42 0.46 0.16
H -13.459530 35.524270 3.911440 0.81 -0.32 -0.02
H -11.950630 34.363520 4.736500 -0.94 -0.28 0.10
H -10.823210 33.488460 3.955110 0.18 -0.54 -0.61
H -12.265990 32.569310 4.381390 -0.26 0.29 0.24
H -14.643310 32.920010 -1.431180 0.47 -0.43 -0.17
H -15.150920 32.365910 0.142920 -0.52 0.63 0.14
H -15.135670 34.168100 -0.446890 -0.32 0.06 0.95
H -11.600320 34.681050 -0.088100 -0.07 -0.50 1.25
H -11.763990 33.366890 -1.181410 0.03 0.33 -0.71
H -12.880190 34.818330 -1.079850 -0.28 -0.42 -0.70
H -10.629060 30.137420 0.594010 -0.16 -0.31 -0.11
H -12.286980 30.031180 1.276350 -0.27 -0.74 -1.05
H -11.941050 30.891270 -0.366330 -0.38 -0.58 -0.23
H -9.524150 32.317570 2.003360 0.27 -0.60 0.07
H -10.290430 33.659040 1.417800 -0.93 -0.03 -0.47
H -9.919210 32.289350 0.283570 0.54 0.63 -0.16
O -18.075720 23.121080 -4.995860 -1.38 -2.34 -0.23
C -18.791550 22.150870 -4.812810 0.60 0.69 1.40
O -18.478450 20.824560 -5.122260 1.21 3.24 -0.61
C -19.305510 19.970280 -4.413680 0.05 -1.89 -0.09
C -20.636650 20.688970 -4.293470 0.63 0.01 0.73
C -20.153690 22.125270 -4.004620 0.75 -0.05 -2.04
H -18.785890 19.638670 -3.514710 -0.28 0.39 0.55
H -19.302430 19.081950 -5.045310 -0.65 -0.23 0.12
H -21.278910 20.274510 -3.516400 -0.07 0.00 -0.24
H -21.037570 20.541660 -5.296300 -0.64 0.59 0.20
H -19.960490 22.392500 -2.965700 -0.01 -0.30 -0.01
H -20.748930 22.915230 -4.462610 -0.21 -0.09 0.23
O -25.735910 24.758850 -1.626810 2.27 3.65 3.14
C -25.144770 25.626860 -0.905980 -0.40 -2.40 -3.27
O -25.129210 25.625910 0.411770 -1.75 -1.60 1.84
C -24.685460 26.804100 1.096050 -0.69 -0.31 0.25
C -23.810880 27.434580 0.067300 1.48 0.87 -1.53
C -24.155770 26.713440 -1.312370 -0.11 1.44 0.17
H -24.204240 26.567970 2.045140 0.68 -0.80 -0.46
H -25.532800 27.326190 1.540500 -0.52 0.44 -1.06
H -22.784480 27.336120 0.420730 0.21 -0.53 -0.49
H -23.861590 28.514360 -0.072780 -0.63 0.01 0.20
H -23.364320 26.404750 -1.995320 0.52 -0.89 0.89
H -24.525700 27.453920 -2.021560 -1.05 0.12 0.33